Record 1
ORCA calculation (wB97M-V/def2-TZVPD) on a cluster of 3 separate species, C24H50FN3O8S2 in total at a distorted geometry.

Structure (XYZ):
```
88
Properties=species:S:1:pos:R:3
C 7.498 -0.890 0.768
C 6.613 -1.999 0.192
O 5.833 -1.453 -0.855
C 4.435 -1.591 -0.693
C 3.822 -0.293 -1.194
O 2.428 -0.460 -1.358
C 1.868 0.677 -1.995
C 0.432 0.845 -1.486
O -0.325 1.335 -2.558
C -1.721 1.205 -2.401
C -2.245 -0.235 -2.550
N -3.212 -0.519 -1.467
C -3.477 -1.963 -1.389
C 0.463 1.830 -0.251
C -0.423 1.227 0.898
C 0.515 0.429 1.800
N -0.087 -0.305 2.921
C 0.097 -1.760 2.847
C -0.407 -2.483 1.585
C -1.419 0.104 3.248
C -2.664 -0.480 2.594
O -1.566 0.909 4.084
N 0.036 3.144 -0.664
F 0.950 4.115 -0.253
H 6.975 -0.315 1.527
H 8.438 -1.277 1.147
H 7.745 -0.212 -0.044
H 6.017 -2.444 0.986
H 7.291 -2.768 -0.174
H 4.063 -2.393 -1.330
H 4.131 -1.696 0.345
H 4.044 0.476 -0.447
H 4.267 0.010 -2.142
H 1.861 0.531 -3.074
H 2.418 1.579 -1.743
H 0.130 -0.142 -1.131
H -2.099 1.656 -1.483
H -2.167 1.777 -3.210
H -2.740 -0.367 -3.511
H -1.434 -0.953 -2.478
H -4.087 -0.106 -1.773
H -2.771 -2.429 -0.711
H -3.360 -2.463 -2.357
H -4.483 -2.174 -1.040
H 1.471 1.856 0.146
H -1.172 0.611 0.410
H -0.941 2.039 1.407
H 1.208 1.158 2.231
H 1.128 -0.212 1.170
H -0.326 -2.206 3.740
H 1.171 -1.927 2.904
H -1.433 -2.786 1.750
H 0.139 -3.412 1.480
H -0.334 -1.896 0.676
H -3.143 -1.246 3.192
H -2.429 -0.822 1.594
H -3.350 0.346 2.465
H -0.884 3.382 -0.313
C 1.013 7.900 2.470
C 1.757 7.239 1.303
C 0.827 7.277 0.086
S -0.236 8.707 0.310
O -1.592 8.253 0.486
O 0.102 9.717 -0.660
C 0.415 9.185 1.908
H 1.676 8.103 3.311
H 0.216 7.240 2.821
H 2.669 7.800 1.088
H 2.051 6.216 1.538
H 1.377 7.386 -0.845
H 0.193 6.395 0.039
H -0.385 9.596 2.519
H 1.184 9.939 1.739
C -3.744 -7.185 -2.604
C -3.750 -8.194 -1.448
C -3.047 -7.531 -0.257
S -3.302 -5.763 -0.446
O -2.026 -5.136 -0.683
O -4.198 -5.292 0.579
C -4.186 -5.856 -1.999
H -4.404 -7.493 -3.414
H -2.734 -7.093 -3.009
H -4.781 -8.434 -1.181
H -3.259 -9.126 -1.723
H -3.467 -7.848 0.694
H -1.975 -7.714 -0.269
H -3.935 -4.994 -2.614
H -5.252 -5.859 -1.773
```

As for the SMILES: CCOCCOC[C@H](OCCNC)[C@H](CCN(CC)C(C)=O)NF.O=S1(=O)CCCC1.O=S1(=O)CCCC1. As for the net charge: 0. As for the HOMO energy: -8.6161 eV. Its total energy is -70931.7178 eV.


Record 2
ORCA calculation (wB97M-V/def2-TZVPD) on the molecule C4H10N2O at a distorted geometry.

Structure (XYZ):
```
17
Properties=species:S:1:pos:R:3
O -0.119 0.749 1.522
C -0.084 0.672 0.305
N 0.340 -0.449 -0.342
C 0.990 -1.563 0.302
N 2.225 -1.928 -0.380
C -0.896 1.646 -0.528
C -2.328 1.091 -0.647
H 0.022 -0.565 -1.293
H 1.260 -1.184 1.281
H 0.309 -2.403 0.458
H 2.228 -2.886 -0.709
H 3.031 -1.878 0.230
H -0.509 1.837 -1.530
H -0.933 2.588 0.014
H -2.479 0.260 0.053
H -3.149 1.748 -0.377
H -2.526 0.611 -1.605
```

The energy above the lowest of the compared OMol25 structures with the same formula, charge and spin comes out at 23.5 kcal per mole. As for the SMILES: CCC(=O)NCN. As for the net charge: 0. As for the HOMO energy: -9.3938 eV. Its total energy is -9337.9673 eV.